C32H38BFMoN11O3 | the ωB97M-V functional and the def2-TZVPD basis

## Properties
Total energy in hartree: -2261.8687
Charge: +4
HOMO level (alpha / beta) in hartree: -0.62704 / -0.61270
<S²>: 0.809
Multiplicity: 2
ΔE to the lowest compared entry with this formula, charge and spin in eV: 1.2538

Element x y z (Å)
Mo (0.500, 0.089, -0.130)
F (-1.116, -6.511, 0.128)
O (1.769, 0.362, -3.639)
O (-0.016, -1.606, -0.884)
O (1.920, -0.062, -1.452)
N (-0.388, 2.539, 1.542)
N (0.846, 4.793, 0.799)
N (-0.514, 1.202, 1.314)
N (1.961, 2.572, 0.853)
N (1.955, 1.240, 0.702)
N (1.696, -3.939, -3.837)
N (0.099, 3.000, -0.798)
N (1.695, 5.340, -0.048)
N (0.675, -10.671, -2.229)
N (-0.240, 1.735, -1.152)
N (-0.175, -8.023, -2.099)
C (0.324, -3.824, -1.830)
C (1.328, -1.838, -2.793)
C (-1.094, 3.126, -2.661)
C (3.930, 1.816, 1.535)
C (1.888, -2.624, -3.770)
C (-1.948, 1.767, 2.926)
C (0.733, -5.956, -2.933)
C (0.007, -6.673, -1.974)
C (-1.601, 0.590, -2.867)
C (3.811, -5.088, -4.282)
C (2.461, -4.656, -4.852)
C (-0.535, -8.889, -0.983)
C (0.502, -2.401, -1.787)
C (3.144, 2.944, 1.364)
C (-0.517, -10.362, -1.396)
C (0.714, -9.845, -3.481)
C (-1.248, 2.886, 2.514)
C (2.725, 7.546, -0.431)
C (-0.413, 3.849, -1.705)
C (0.923, -4.575, -2.888)
C (1.848, 6.639, 0.284)
C (3.327, -0.723, 1.123)
C (-1.795, -0.723, 2.045)
C (-0.487, -5.904, -0.882)
C (-0.279, -8.683, -3.381)
C (1.028, 6.910, 1.430)
C (-1.460, 0.725, 2.141)
C (3.136, 0.753, 1.110)
C (-0.367, -4.540, -0.833)
C (1.684, -0.378, -2.702)
C (-0.974, 1.792, -2.272)
C (0.417, 5.728, 1.714)
B (0.620, 3.297, 0.629)
H (-2.325, -0.923, 1.101)
H (-1.346, 3.890, 2.872)
H (0.448, -10.457, -4.344)
H (-2.703, 1.734, 3.684)
H (1.890, -5.504, -5.223)
H (-0.106, -7.989, -4.200)
H (4.386, -5.611, -5.039)
H (4.388, -4.220, -3.976)
H (4.934, 1.782, 1.908)
H (-1.408, -10.628, -1.967)
H (2.737, 8.540, 0.007)
H (2.448, 7.610, -1.493)
H (0.160, -8.713, -0.155)
H (2.349, -1.213, 0.893)
H (-1.099, 0.318, -3.796)
H (-0.506, -10.984, -0.499)
H (-1.305, -9.052, -3.504)
H (3.373, 3.962, 1.601)
H (1.527, -10.507, -1.678)
H (0.676, -11.672, -2.472)
H (2.623, -3.983, -5.696)
H (-1.624, 3.509, -3.509)
H (-0.269, 5.495, 2.498)
H (-1.544, -8.673, -0.610)
H (-2.640, 0.811, -3.110)
H (1.189, -6.507, -3.734)
H (2.519, -2.164, -4.519)
H (3.704, -5.748, -3.424)
H (3.745, 7.141, -0.485)
H (-0.863, -1.323, 2.095)
H (-0.810, -4.015, 0.002)
H (1.729, -9.472, -3.633)
H (-0.279, 4.909, -1.627)
H (-2.450, -1.024, 2.864)
H (4.067, -1.035, 0.384)
H (0.930, 7.850, 1.935)
H (-1.571, -0.252, -2.166)
H (3.660, -1.058, 2.107)

These are the Mulliken partial charges, in e, on atoms 1 to 5:
1. Mo 0.48
2. F -0.31
3. O -0.47
4. O -0.80
5. O -0.41